The following is a quantum chemistry calculation of C38H29BrFeN5O2S3 as an isolated structure in a non-equilibrium geometry, from the Open Molecules 2025 dataset.

XYZ file:
```
79
Properties=species:S:1:pos:R:3:forces:R:3:mulliken_charge:R:1
Fe -0.15274 0.03485 -0.09158 -0.5 1.1 2.9 1.5411
O 3.62568 -4.84081 0.90839 0.0 0.0 0.0 -0.5334
H 2.34828 -0.84846 -0.74694 0.0 0.0 -0.1 0.0032
C 3.06717 1.69663 -4.64799 0.0 0.0 0.1 -0.6134
C -2.58707 -0.50450 1.45965 -0.1 0.1 0.1 0.3412
C -0.63995 3.75735 -2.01589 0.0 0.0 0.0 -1.3248
H 4.89050 0.79033 -3.93865 0.0 0.0 0.0 0.5037
C -2.75366 0.15483 -4.73263 0.2 0.0 0.1 -1.1961
C -1.77057 0.19835 -3.70017 0.0 0.0 -0.2 0.1955
S 1.39628 1.35689 -4.55171 0.0 0.1 -0.1 -0.0179
C 0.78214 -4.78088 -2.69797 0.0 0.0 0.0 -0.5785
H -2.25397 5.17718 -2.03237 0.0 0.0 0.0 0.4554
C -1.18485 1.40736 4.39253 0.0 0.0 0.0 -1.2595
H -3.64016 0.77079 -4.76630 0.0 0.0 0.0 0.4592
H 3.39910 -1.05381 -2.79760 0.0 -0.1 -0.1 0.6591
H 0.01601 4.32628 -2.65916 0.0 0.0 0.0 0.5406
C 3.76618 2.45384 1.54333 0.0 0.0 0.0 -0.9459
C -2.66737 -1.35710 -0.68824 0.0 -0.1 -0.1 -0.1928
C 3.00470 -0.22309 -3.36590 0.0 0.1 0.0 -0.5586
C 3.70873 2.08660 0.20792 0.0 0.0 0.1 -1.2182
H -4.38273 -2.51302 -1.23371 0.0 0.0 0.0 0.6093
H 4.53109 2.27666 -0.46696 0.0 0.0 0.0 0.5965
C 2.16186 -1.68468 -0.10133 -0.1 -0.1 0.0 -0.1782
H 1.35357 -4.65654 2.07257 0.0 0.0 0.0 0.5270
C 0.33022 1.27843 2.55661 0.1 0.0 0.1 0.4786
C 1.56554 1.57347 1.81468 0.0 0.0 0.1 0.6178
N -0.98280 1.76171 -0.73955 0.0 0.2 0.0 0.9986
C -1.74869 0.28039 2.37480 -0.1 0.0 0.1 0.6185
C 3.09071 -2.68964 -0.03861 0.0 0.0 0.0 -0.6309
C 0.51207 -0.85638 -3.04735 -0.5 -0.2 -0.6 2.4104
C 0.84331 -2.34058 -3.08459 0.2 0.1 0.3 -0.1346
H -2.82061 1.57437 0.18999 0.0 0.0 0.0 0.3449
H -3.08056 0.45949 4.05483 0.0 0.0 0.0 0.5654
C 2.81471 -3.79563 0.76064 0.1 -0.1 0.0 0.5207
H 2.69763 2.48297 3.39920 0.0 0.0 0.0 0.4995
H 2.25844 -2.55414 -4.69324 0.0 0.0 0.0 0.6309
C 1.60963 -3.81339 1.44918 0.0 0.0 0.0 -0.6115
C -3.80806 -1.06797 1.77326 0.0 0.1 -0.1 -0.5933
C 0.05628 1.69886 3.84879 -0.1 0.0 0.0 -0.8857
C 3.81102 0.77422 -3.97517 0.0 0.0 0.0 -0.9845
C 1.65786 -3.02774 -3.92986 0.0 -0.1 0.0 -0.1917
H 0.73791 2.13958 -1.80360 0.0 0.0 -0.1 0.3500
H 0.78504 2.25244 4.42145 0.0 0.0 0.0 0.5324
S 0.02153 -3.40743 -2.01096 0.0 -0.1 -0.1 0.0847
C 1.66690 -0.03370 -3.58371 0.1 -0.1 0.1 -0.6838
H -1.81247 0.84034 -2.83644 -0.1 0.1 0.0 0.6356
C -2.69666 3.42504 -0.86849 0.0 0.0 0.0 -1.0902
H 4.01053 -2.61613 -0.60404 0.0 0.0 0.0 0.4255
H -4.23557 -0.95336 2.75878 0.0 0.0 0.0 0.5642
Br -0.82973 -2.88452 2.32588 0.0 -0.1 0.0 0.0190
H 2.20529 -5.15123 -4.26862 0.0 0.0 0.0 0.4859
C -2.43164 -0.74638 -5.69825 -0.1 0.0 -0.1 -0.5481
C -2.20841 2.21059 -0.42804 0.1 0.0 0.0 0.0795
H 2.48850 1.15541 -1.29345 0.0 0.0 0.0 -0.2439
H -2.99142 -0.97518 -6.59138 0.0 0.0 0.0 0.5155
C -0.22386 2.53452 -1.53002 -0.1 -0.1 0.0 0.2696
C -1.89879 4.22056 -1.67360 0.0 0.0 0.0 -0.4679
N -2.03027 -0.65195 0.25079 0.4 -0.6 -1.1 0.5059
O 0.23055 -0.45032 -1.73591 0.3 -0.1 -0.7 -0.9288
C 2.56704 1.46267 -0.25658 -0.1 0.1 0.0 0.6774
N 1.51416 1.20277 0.52934 0.3 -0.4 -0.8 0.3200
N -0.55893 0.58026 1.84776 0.1 -0.1 -0.4 0.9058
H -2.17081 -1.44202 -1.64689 0.0 0.0 0.0 0.3260
C 1.62488 -4.43657 -3.70446 0.0 0.1 0.0 -1.0639
C 0.75487 -2.74077 1.32149 0.1 0.1 0.0 -0.0489
C -4.47027 -1.80684 0.80189 0.0 0.0 0.0 -1.1251
H 0.56532 -5.76708 -2.32003 0.0 0.0 0.0 0.5403
H -5.42113 -2.27012 1.02788 0.0 0.0 0.0 0.4836
H -1.43322 1.74179 5.39045 0.0 0.0 0.0 0.4840
H 4.44618 -4.73254 0.41151 0.0 0.0 0.0 0.3300
C -2.10757 0.69066 3.64719 0.1 0.0 0.0 -1.1542
N 0.98487 -1.65908 0.56296 0.1 -0.1 -0.1 0.5782
C -0.73037 -0.65493 -3.92594 0.0 -0.1 0.3 -0.5983
S -0.96077 -1.55352 -5.37295 -0.1 0.1 0.0 -0.0590
H 4.64679 2.93478 1.94704 0.0 0.0 0.0 0.4810
C -3.89581 -1.95051 -0.45040 0.0 0.1 0.1 -1.2590
H -3.69160 3.73423 -0.58186 0.0 0.0 0.0 0.5316
C 2.67682 2.19774 2.35787 0.0 0.0 0.0 -0.8358
H 3.41509 2.54926 -5.20865 0.0 0.0 0.0 0.5134
```
Positions in Å, forces in eV/Å.

The expectation value of S² is 0.7946. As for the HOMO-LUMO gap (spin up / spin down): 6.71 / 6.64 eV. Its HOMO energy (spin up / spin down) is -12.84 / -12.84 eV. As for the lowest unoccupied orbital energy (spin up / spin down): -6.1 / -6.2 eV. Its total charge is +2. Its multiplicity is 2.

=====

The following is a quantum chemistry calculation of a 2-piece molecular cluster, C5H11N2S overall in a non-equilibrium geometry, from the Open Molecules 2025 dataset.

XYZ file:
```
19
Properties=species:S:1:pos:R:3:forces:R:3:nbo_charge:R:1
H 2.20268 -2.93570 -2.76603 0.0 0.0 -0.1 0.4153
C -1.76297 1.60319 1.21930 -0.1 0.0 -0.5 -0.6092
H 0.97274 -1.59027 -1.20332 0.0 -0.1 -0.3 0.4083
H 1.94746 -2.63254 -4.44281 -0.1 0.0 0.0 0.4350
N 1.73575 -2.40370 -3.48568 0.0 -0.1 0.0 -0.7353
H 0.28515 0.44442 3.72830 0.0 0.0 0.1 0.2356
C 0.30653 0.22360 1.14578 -1.0 0.4 -1.7 0.1393
H 0.16791 2.17358 3.37391 0.0 0.0 0.0 0.2498
H -1.29699 1.25287 3.75123 0.0 -0.1 0.0 0.2459
S -0.54155 0.14330 -1.53162 0.2 0.5 2.0 0.0000
H 0.41413 -0.89711 -4.01003 0.0 0.0 0.0 0.2311
H -1.78625 2.65322 1.49822 0.0 0.1 0.1 0.2470
H -2.64857 1.12162 1.63214 0.0 0.0 0.1 0.2505
N 0.56337 -1.08018 -1.98106 0.7 -0.8 -0.2 -0.6440
H -1.78619 1.51419 0.13542 -0.1 0.1 0.1 0.2318
C -0.32713 1.20983 3.26218 0.3 -0.2 0.1 -0.6061
C 0.88325 -1.43215 -3.19371 0.0 0.1 0.4 0.3605
H 1.21096 -0.32335 1.08881 0.4 -0.3 -0.1 0.2172
C -0.54026 0.95515 1.77899 -0.3 0.1 0.1 -0.0729
```
Positions in Å, forces in eV/Å.

As for the HOMO-LUMO gap (spin up / spin down): 7.02 / 7.02 eV. Its HOMO energy (spin up / spin down) is -11.93 / -11.93 eV. The energy above the lowest of the compared OMol25 structures with the same formula, charge and spin is 3.769 eV. As for the lowest unoccupied orbital energy (spin up / spin down): -4.9 / -4.9 eV. Its total charge is +1.

=====

The following is a quantum chemistry calculation of C33H30Br2CoO5SbSe4 as an isolated structure in a non-equilibrium geometry, from the Open Molecules 2025 dataset.

XYZ file:
```
76
Properties=species:S:1:pos:R:3:forces:R:3:mulliken_charge:R:1
C 1.49430 -3.60590 -2.98930 0.1 0.2 0.0 -0.2199
H 0.96350 -2.90160 5.52410 0.1 0.0 0.1 0.4283
H -0.36230 -3.90960 1.16060 -0.2 0.2 -0.3 0.5442
C 2.29600 -1.40100 -4.46400 -0.2 0.0 -0.1 -0.8541
H -2.51440 -0.48900 3.30670 -0.1 0.0 -0.1 0.3851
C 0.79540 -2.40990 -2.86730 0.1 -0.1 0.1 0.2336
H 0.70280 1.70170 3.69480 -0.2 0.2 -0.1 0.5001
H -0.52020 0.57250 3.03180 -0.3 0.1 0.2 -0.6977
C -0.81310 1.59220 -1.04000 -3.7 1.1 0.3 -0.0424
H -4.58830 0.76830 3.02220 0.0 0.1 0.0 0.3827
C 2.58140 -3.69420 -3.84040 0.1 -0.1 -0.1 -0.9712
Se 5.45050 -1.12370 -2.67620 0.5 -0.7 0.1 -0.3667
C -1.12650 -2.54800 2.88630 -0.1 0.0 0.0 -0.0615
Br 0.93030 1.31690 1.31280 3.0 3.1 2.8 -0.0312
C -2.56690 -4.02620 -4.68060 0.1 -0.2 -0.2 -0.7329
H -1.03610 -4.02530 6.45240 0.0 0.0 0.1 0.3700
H -3.08440 -5.73450 -2.20680 0.0 -0.1 -0.1 0.3338
C -2.05320 -4.91900 -0.49940 -0.6 -0.7 0.1 1.3466
C -2.23590 -3.20680 3.39900 0.1 -0.2 0.1 -0.1790
O -0.87470 -4.61270 -1.22080 0.1 -0.4 0.0 -0.3551
C -1.02700 -3.23800 0.56920 0.6 0.0 0.1 -0.9807
C -1.82610 -6.24640 0.24040 0.1 0.5 -0.1 -1.9352
O -1.91990 1.72750 -0.66950 2.1 0.0 -0.9 -0.2771
O -0.64030 -1.02040 -1.52820 -1.2 -1.0 -1.5 -0.1035
C -3.58240 -1.91820 -4.20220 -0.1 0.0 -0.1 -0.9125
H 3.11710 -4.62810 -3.93100 0.1 -0.1 0.0 0.4132
C 0.01810 -2.44760 3.65910 0.3 0.1 -0.1 -0.3875
H 1.20430 -4.47800 -2.41990 -0.1 0.0 0.0 0.4446
H -3.11410 -3.30850 2.77760 -0.1 0.0 0.1 0.4976
H -2.72040 -6.49720 0.80460 -0.1 -0.1 0.1 0.3676
C -3.12320 -1.18940 0.05950 -0.1 -0.1 -0.1 0.9099
Se 4.03420 1.85180 -4.28170 0.0 0.8 -0.6 -0.4109
Se 5.63990 2.11430 -0.93860 -0.1 -0.1 -0.4 -0.6303
H -2.54180 -4.95030 -5.24340 0.0 -0.1 -0.1 0.4023
H -3.06770 -4.23180 5.07940 -0.1 -0.1 0.0 0.3746
H -4.35420 -1.18110 -4.38210 0.0 0.1 0.0 0.4385
C -2.19870 -3.72810 4.67750 -0.2 -0.2 0.1 -0.9755
C 0.00990 1.50810 2.87980 -1.4 -0.2 1.4 0.4485
C 0.05940 -2.97930 4.93650 0.0 0.0 0.1 -0.7467
C 1.20580 -1.31130 -3.61410 -0.1 0.3 -0.1 -0.9731
H 2.61660 -0.53970 -5.04080 0.0 0.0 0.1 0.5800
C -3.27810 -5.01810 -1.41500 0.4 0.2 0.3 -1.6787
C -4.27920 -0.44730 -0.11030 0.0 -0.1 0.0 -1.0162
H -4.36720 -3.32230 -5.61580 0.0 0.0 -0.1 0.3663
C -1.57360 -3.76910 -3.75580 -0.2 0.0 -0.2 -0.3040
C -2.47210 -1.23050 1.28300 -0.1 0.1 0.0 -0.2358
C -3.58370 -3.11110 -4.89980 -0.2 -0.1 -0.1 -0.6966
C -2.58090 -1.65670 -3.28340 0.0 0.2 0.2 0.0409
O -0.09050 -1.15950 1.27740 0.2 -0.2 0.4 -0.8702
H -4.75330 -0.41820 -1.08280 0.0 0.0 -0.1 0.4589
H -0.78720 -4.48800 -3.59480 0.0 0.0 -0.1 0.3653
H 0.88930 -1.95500 3.24610 -0.1 0.1 -0.2 0.3137
H 0.66990 -0.36930 -3.51840 0.0 -0.2 0.1 0.4539
H -2.71790 -1.73050 -0.77830 0.0 0.0 0.1 -0.2763
C -1.59010 -2.59210 -3.01480 -0.1 -0.2 -0.1 -0.0642
C -1.15470 -1.97910 1.46690 0.1 -0.1 -0.3 2.6654
H -2.56280 -0.70380 -2.77500 0.1 0.0 0.2 0.2416
H 0.70720 -3.43850 -0.65120 -0.3 0.0 0.0 1.0701
H -1.60490 -7.02590 -0.48220 0.0 -0.2 -0.1 0.4192
C -3.00680 -0.49210 2.33700 0.1 0.0 0.0 0.1438
Sb 3.93640 0.75230 -2.08680 1.0 -0.1 0.3 0.5901
Co 0.08580 0.11740 -0.26380 -8.1 -4.2 1.7 -0.2129
H 3.85670 -2.65790 -5.20760 0.1 0.0 -0.2 0.4546
H -3.48030 -4.04690 -1.85760 -0.1 0.0 0.0 0.2014
O -2.27240 -3.87260 0.41430 -0.3 -0.5 -0.3 -0.2408
C -1.05530 -3.61220 5.45230 0.0 -0.1 0.2 -0.4962
C -4.82380 0.24680 0.95380 -0.1 0.1 0.0 -0.6861
C -0.47830 -2.28840 -2.01070 0.1 0.8 0.8 2.3940
C -0.37270 -3.33570 -0.83720 0.4 0.4 0.2 -1.1958
Br -1.26220 2.97410 2.67320 -0.2 0.0 0.6 -0.2123
H -5.73760 0.81230 0.82650 -0.1 0.1 0.0 0.3591
C 2.98450 -2.59690 -4.57820 0.2 0.0 0.0 -0.8698
H -4.14060 -5.32970 -0.83190 -0.1 -0.1 0.1 0.5101
Se 1.85210 0.53990 -0.89490 9.2 1.6 -4.4 0.2166
H -0.98190 -6.15350 0.92050 0.0 0.0 0.1 0.4013
C -4.17870 0.22660 2.17790 0.0 0.1 0.2 -1.1672
```
Positions in Å, forces in eV/Å.

The expectation value of S² is 6.0649. As for the HOMO-LUMO gap (spin up / spin down): 5.66 / 4.44 eV. Its HOMO energy (spin up / spin down) is -1.54 / -1.66 eV. The energy above the lowest of the compared OMol25 structures with the same formula, charge and spin is 6.668 eV. As for the lowest unoccupied orbital energy (spin up / spin down): 4.1 / 2.8 eV. Its total charge is -2. Its multiplicity is 5.